[1]
DFT (the ωB97M-V functional and the def2-TZVPD basis) results for a cluster of 13 separate species, C39H44Cl2F10O36 in total at a distorted geometry.

Each line ends with the Mulliken charge.
Geometry (Å):
C  -10.996892  29.756985  3.447079  -1.71
C  -9.815865  28.913388  3.087824  1.02
C  -9.756922  27.578670  3.867732  -0.42
O  -9.761969  26.574325  2.862491  -0.39
C  -9.778654  27.139635  1.635322  0.33
O  -9.660135  26.531158  0.620413  -0.31
O  -9.934418  28.470397  1.723891  0.08
H  -11.112461  30.674086  2.860559  0.33
H  -10.984643  30.155046  4.467111  0.43
H  -11.952232  29.234386  3.346741  0.41
H  -8.896644  29.496190  3.155907  -0.31
H  -10.628401  27.485206  4.515011  0.33
H  -8.868874  27.499078  4.492981  0.30
C  -5.633557  31.056452  2.225797  -1.56
C  -5.537504  30.146228  1.031732  0.39
C  -5.973541  28.686333  1.210512  -0.33
O  -6.907832  28.474689  0.146987  -0.14
C  -7.103963  29.608204  -0.544069  -0.06
O  -7.871755  29.691658  -1.457211  -0.14
O  -6.363816  30.612346  -0.071282  -0.41
H  -6.628772  31.007888  2.677335  0.27
H  -5.476775  32.084539  1.904003  0.39
H  -4.896052  30.774775  2.974951  0.39
H  -4.532030  30.194880  0.604238  0.36
H  -6.521308  28.559010  2.146895  0.33
H  -5.129323  28.006065  1.155579  0.19
C  -14.370395  27.237029  -2.621439  -0.37
Cl  -14.620178  25.970450  -3.794736  -0.13
Cl  -12.950687  26.900948  -1.609854  -0.06
H  -14.184167  28.181669  -3.126060  0.04
H  -15.225367  27.416949  -1.978012  0.51
C  -5.229764  25.315530  -7.082869  -0.50
C  -4.505340  25.530034  -8.400419  0.19
O  -3.501387  26.432974  -8.020113  -0.39
C  -4.002233  27.186872  -6.984095  0.38
O  -3.519541  28.199314  -6.600899  -0.54
O  -5.121477  26.620679  -6.505561  0.37
F  -5.360830  26.147514  -9.263179  -0.23
H  -4.679577  24.642609  -6.422190  0.25
H  -6.258489  25.003478  -7.223227  0.27
H  -4.100815  24.618800  -8.828870  0.36
C  -14.393031  22.773446  -1.460808  -0.39
C  -12.874128  22.806000  -1.520519  0.96
O  -12.578669  22.604599  -2.866507  -0.23
C  -13.699253  22.188217  -3.533184  0.51
O  -13.720000  21.897652  -4.675585  -0.48
O  -14.758675  22.161090  -2.694149  -0.36
F  -12.316716  21.834202  -0.730141  -0.36
H  -14.875732  23.738916  -1.325435  0.18
H  -14.706157  22.135117  -0.633721  0.33
H  -12.429210  23.758446  -1.240175  -0.19
C  -12.568371  29.661178  -6.276523  -0.59
C  -13.227179  28.546377  -7.095835  0.18
O  -12.938496  27.396094  -6.374604  -0.37
C  -11.982391  27.642860  -5.428696  0.34
O  -11.527934  26.808477  -4.729245  -0.31
O  -11.717143  28.959097  -5.376669  0.09
F  -12.612390  28.471531  -8.313133  -0.26
H  -13.231102  30.325065  -5.718599  0.33
H  -11.978745  30.321802  -6.913887  0.27
H  -14.294269  28.694988  -7.227336  0.28
C  -4.548301  28.491639  -2.992282  0.06
C  -5.018099  27.053234  -2.955771  2.01
O  -4.545955  26.589257  -1.720457  0.03
C  -3.623970  27.451787  -1.228064  0.29
O  -3.050823  27.331901  -0.197173  -0.54
O  -3.442176  28.474925  -2.085819  -0.44
F  -4.322334  26.353616  -3.924825  -0.45
H  -5.348468  29.139705  -2.612370  -0.20
H  -4.260608  28.895059  -3.956524  0.43
H  -6.074998  26.892691  -3.132714  -1.08
C  -4.492006  23.275650  1.119926  -0.51
C  -5.629592  24.277723  1.162272  0.31
O  -6.350948  24.004926  -0.004326  -0.08
C  -5.591361  23.243247  -0.852015  0.46
O  -5.939493  22.913363  -1.935457  -0.45
O  -4.417698  22.948458  -0.277984  -0.38
F  -5.160726  25.559510  1.120198  -0.24
H  -4.684777  22.353499  1.664779  0.33
H  -3.535541  23.702287  1.409076  0.28
H  -6.272984  24.195565  2.035606  0.28
C  -9.075725  21.316100  -2.203345  0.90
C  -8.120438  20.114236  -2.124862  0.38
O  -8.620769  19.272749  -3.127172  -0.38
C  -9.352526  20.012001  -4.016812  0.55
O  -9.808385  19.568412  -5.010363  -0.52
O  -9.460730  21.277554  -3.575140  -0.19
F  -8.210971  19.498617  -0.912764  -0.32
H  -8.558909  22.244593  -1.976821  -0.78
H  -9.952086  21.236240  -1.560041  0.03
H  -7.089191  20.398065  -2.330126  0.34
C  -10.960325  29.615501  -0.886934  0.46
C  -11.136174  29.726118  -2.403566  0.93
O  -10.392452  30.863069  -2.706418  -0.11
C  -10.223864  31.623759  -1.598540  0.52
O  -9.750540  32.707613  -1.590894  -0.56
O  -10.715427  30.974975  -0.522228  -0.45
F  -12.467761  30.009433  -2.673998  -0.41
H  -10.031958  29.072977  -0.709784  -0.66
H  -11.801617  29.105703  -0.437694  0.70
H  -10.823013  28.878785  -3.002262  -0.52
C  -8.666322  27.138646  -7.817914  2.33
C  -8.216073  28.440852  -8.449041  0.74
O  -9.099540  28.556480  -9.527218  -0.39
C  -9.480864  27.290811  -9.896709  0.50
O  -10.043146  27.041092  -10.905987  -0.54
O  -9.115531  26.398120  -8.950826  -0.44
F  -6.928443  28.334719  -8.915712  -0.31
H  -9.490270  27.370460  -7.132381  -0.87
H  -7.914546  26.621081  -7.232328  -1.04
H  -8.245357  29.290295  -7.782095  0.01
C  -9.298290  26.489078  -2.509342  1.49
C  -9.135662  24.985477  -2.296367  0.71
O  -8.909891  24.493631  -3.595887  0.05
C  -8.509841  25.505809  -4.406407  -0.26
O  -8.031372  25.372403  -5.481001  -0.59
O  -8.772933  26.685714  -3.822196  0.86
F  -10.283461  24.450449  -1.788765  -0.12
H  -8.804391  27.177920  -1.827475  -0.64
H  -10.355369  26.755195  -2.525133  -1.05
H  -8.305141  24.642139  -1.679899  -0.36
C  -7.353362  31.748692  -4.225139  -0.33
C  -8.554220  31.347004  -5.087533  0.13
O  -8.489832  29.959092  -4.977797  0.36
C  -7.175233  29.594072  -4.802182  -0.24
O  -6.791145  28.477612  -4.882536  0.26
O  -6.439689  30.690500  -4.553389  -0.39
F  -8.336735  31.757580  -6.379592  -0.37
H  -7.667110  31.714890  -3.179044  0.00
H  -6.869583  32.694527  -4.438524  0.38
H  -9.485778  31.758959  -4.719701  0.28

Forces on the atoms, in the same order (eV/Å):
C -1.121 1.093 0.262
C -0.182 -0.198 0.049
C -0.051 0.650 0.208
O 0.192 -0.024 0.025
C 0.149 -0.182 0.140
O -0.213 0.037 -0.135
O 0.174 0.128 -0.037
H 0.392 -0.269 -0.363
H 0.394 -0.439 0.109
H 0.214 -0.296 -0.057
H 0.082 -0.113 0.051
H -0.079 -0.223 -0.128
H 0.101 -0.148 -0.159
C -0.566 0.026 -0.139
C 0.757 0.063 -0.822
C -0.237 0.613 0.361
O 0.241 -0.287 -0.182
C -0.037 0.026 0.378
O -0.077 0.068 -0.352
O -0.322 -0.088 0.326
H 0.032 -0.057 -0.003
H 0.176 0.010 0.110
H 0.074 0.037 -0.021
H 0.081 -0.134 0.296
H 0.111 -0.135 0.051
H -0.158 -0.199 -0.135
C 0.193 0.821 0.058
Cl -0.315 -0.191 -0.029
Cl -0.072 -0.145 0.221
H 0.210 -0.139 -0.167
H -0.086 -0.540 0.039
C 0.293 0.029 -0.121
C -0.271 -0.267 1.107
O -0.003 0.100 -0.251
C -0.288 0.111 -0.175
O 0.129 0.002 0.124
O -0.089 0.022 -0.089
F 0.180 -0.157 -0.427
H -0.162 -0.273 -0.174
H -0.084 0.179 0.221
H 0.236 0.198 -0.302
C -0.052 -0.782 0.510
C 0.016 1.250 -0.145
O -0.112 -0.304 0.181
C 0.134 -0.145 -0.088
O -0.082 -0.039 -0.122
O -0.071 0.342 0.084
F -0.008 -0.246 -0.195
H 0.182 0.180 -0.355
H -0.032 -0.076 -0.105
H 0.013 -0.098 0.213
C 0.193 0.565 -0.213
C 0.448 0.845 0.322
O -0.084 -0.186 0.075
C -0.717 0.161 -0.368
O 0.399 -0.156 0.310
O 0.217 0.001 0.060
F -0.173 -0.087 -0.103
H -0.272 -0.439 0.127
H 0.159 -0.289 -0.083
H -0.084 -0.376 -0.188
C -0.679 0.420 0.157
C 1.135 0.078 -1.275
O -0.628 -0.155 0.462
C 0.301 0.433 -0.662
O 0.044 -0.250 0.400
O -0.247 0.123 0.345
F -0.215 -0.194 0.259
H 0.211 -0.002 0.161
H 0.197 -0.456 -0.156
H -0.087 -0.104 0.355
C 0.459 -0.022 -0.564
C -0.075 -0.251 0.293
O -0.113 -0.024 0.133
C 0.278 0.198 -0.069
O -0.182 0.020 -0.045
O -0.142 -0.157 0.141
F 0.015 0.088 -0.048
H -0.153 0.101 0.168
H -0.081 0.091 0.104
H -0.143 -0.006 -0.100
C 0.649 0.070 0.001
C -0.947 0.766 0.105
O 0.328 -0.248 0.025
C -0.039 -0.176 0.257
O -0.025 0.061 -0.264
O -0.270 0.187 -0.005
F 0.160 -0.117 -0.086
H 0.003 0.056 -0.244
H 0.023 -0.317 0.020
H 0.152 -0.252 0.150
C 0.899 -0.508 -1.355
C -0.213 0.154 0.976
O 0.096 0.011 -0.656
C -0.487 -0.208 0.528
O 0.242 0.209 -0.114
O -0.201 0.015 0.327
F 0.003 -0.092 -0.261
H -0.209 -0.219 0.160
H -0.172 0.587 0.434
H 0.016 0.059 -0.128
C 0.172 0.552 0.398
C 0.178 -0.672 0.395
O 0.249 0.162 0.004
C 0.062 -0.172 -0.072
O -0.103 -0.033 -0.073
O -0.213 0.216 0.084
F -0.110 0.150 -0.132
H -0.129 -0.231 -0.152
H 0.080 -0.047 -0.386
H -0.250 0.365 -0.097
C -0.191 0.288 -0.225
C 0.123 0.223 0.083
O 0.220 -0.204 0.005
C -0.770 0.224 0.340
O 0.170 -0.281 -0.121
O 0.440 0.162 0.016
F 0.010 -0.110 -0.149
H 0.327 -0.390 0.136
H -0.084 -0.307 -0.027
H -0.093 0.208 0.262
C -0.382 0.050 -0.254
C 1.095 1.040 0.998
O -0.284 -0.183 -0.606
C -0.243 0.226 -0.172
O 0.174 0.057 0.040
O 0.022 -0.298 0.649
F -0.301 -0.343 -0.210
H 0.278 -0.161 0.045
H -0.164 0.044 -0.283
H -0.252 -0.330 -0.201

Output
Charge: 0
Spin multiplicity: 1

[2]
DFT (the ωB97M-V functional and the def2-TZVPD basis) results for an isolated molecule of C2H2OS at a distorted geometry.

Each line ends with the Mulliken charge.
Geometry (Å):
C  0.294083  0.090407  0.403424  0.08
C  1.289358  0.729408  0.984521  -0.05
O  -0.656725  -0.283083  1.160092  -0.41
S  1.871429  1.690760  2.061388  -0.28
H  0.424658  -0.337203  -0.626662  0.23
H  -0.822289  -0.885703  0.355880  0.42

Forces on the atoms, in the same order (eV/Å):
C 7.058 2.690 -3.331
C -0.244 0.729 0.435
O -4.778 -3.878 -0.755
S 0.713 0.209 -0.119
H -0.169 0.721 0.777
H -2.581 -0.470 2.994

Output
Charge: 0
Spin multiplicity: 1
ΔE to the lowest compared entry with this formula, charge and spin (eV): 2.371

[3]
DFT (the ωB97M-V functional and the def2-TZVPD basis) results for a structure of composition C11H19N4O2PS2 at a distorted geometry.

Each line ends with the Mulliken charge.
Geometry (Å):
N  -2.548726  -4.235976  0.155199  -0.42
C  -1.506093  -3.280503  0.033474  0.38
N  -0.238822  -3.373896  0.199020  -0.55
C  0.352665  -2.341084  0.171519  -0.53
C  -0.398361  -1.339939  -0.118503  -0.12
P  0.150145  0.380762  -0.370067  0.64
S  -0.175508  0.711773  -2.140373  -0.42
N  1.799323  0.530630  -0.141597  0.14
C  2.244812  0.548496  1.254848  -0.55
C  3.414796  -0.595075  1.536029  -0.72
H  3.792905  -0.232973  2.539330  0.34
O  4.301334  -0.340712  0.489787  -0.43
C  3.924933  -0.701260  -0.837290  -0.51
H  4.786305  -0.338413  -1.348368  0.35
C  2.883916  0.581706  -1.114809  -1.26
H  2.403073  0.486403  -1.865656  0.77
H  3.440309  1.402272  -0.831244  0.44
H  3.386079  -1.550838  -0.805255  0.46
H  3.026614  -1.443145  1.424684  0.51
H  1.428668  0.392437  2.140717  0.20
H  2.688460  1.501775  1.479949  0.48
N  -0.545503  1.615255  0.898970  0.28
C  -0.322727  3.038853  0.432844  -0.85
C  -1.668543  3.462779  -0.115905  -0.31
H  -1.573549  4.660754  -0.697648  0.27
O  -2.646158  3.195626  0.519530  -0.42
C  -2.849864  1.615998  0.811561  -0.19
C  -1.578897  1.441577  1.503576  -0.98
H  -1.789624  0.179703  1.865016  0.13
H  -1.460223  1.785030  2.551435  0.40
H  -3.738015  1.807176  1.387923  0.34
H  -3.029453  1.205820  -0.246965  0.20
H  -1.696055  2.936795  -1.232774  0.14
H  0.503595  2.913585  -0.333267  0.37
H  -0.157007  3.436871  1.291025  0.63
S  -2.069715  -1.375569  -0.148886  -0.23
H  1.390722  -2.343833  0.149261  0.57
H  -3.505573  -4.019823  -0.055405  0.21
H  -2.287165  -5.142004  0.045740  0.25

Forces on the atoms, in the same order (eV/Å):
N 1.485 3.718 0.338
C -4.056 -0.015 0.515
N -7.773 -12.744 0.479
C 6.344 7.079 -0.608
C -0.071 9.322 0.769
P 1.305 0.659 2.817
S -1.192 1.163 -4.069
N -0.992 -0.628 3.279
C -0.298 -2.397 2.785
C 0.433 10.449 -0.123
H 0.169 -1.227 -1.218
O 2.672 -0.793 1.090
C -1.352 7.459 2.014
H 0.705 -1.429 -1.242
C 4.143 -3.400 9.643
H -4.953 -0.262 -10.633
H 1.347 2.062 -0.464
H -1.055 -3.455 -0.962
H -3.077 -7.364 -0.028
H 1.353 0.316 -2.652
H 0.412 0.544 0.085
N 12.630 -0.530 -9.341
C -0.830 -4.462 -5.183
C 8.771 3.708 -11.804
H -0.464 -2.659 2.397
O -9.316 -2.630 6.044
C -0.934 4.892 -1.988
C -10.094 -8.205 8.858
H 1.066 2.692 -0.672
H -1.292 0.746 -0.118
H -0.366 -1.033 0.365
H 0.568 0.248 1.747
H 0.195 0.650 1.957
H -0.876 1.116 1.030
H 1.979 3.563 5.240
S 0.472 -4.938 -0.144
H 1.843 0.458 0.293
H 0.242 0.386 -0.202
H 0.856 -3.060 -0.293

Output
Charge: 0
Spin multiplicity: 1
ΔE to the lowest compared entry with this formula, charge and spin (eV): 13.145

Number 1: LUMO level -0.01206 hartree, M 1349.63 g/mol, HOMO-LUMO gap 10.3 eV. Number 2: LUMO level -0.01906 hartree, M 74.10 g/mol, HOMO-LUMO gap 7.2 eV. Number 3: LUMO level 0.00996 hartree, M 334.41 g/mol, HOMO-LUMO gap 8.2 eV.